{"formula": "C6H15ClN2O7PTi", "method": "ωB97M-V with the def2-TZVPD basis set", "s2": 2.002, "homo_lumo_gap_ev": [7.38, 10.55], "charge": 1, "multiplicity": 3, "fmax_ev_per_a": 0.6, "e_tot_ha": -2524.84318, "e_above_lowest_kj_mol": 0.0, "symbols": ["Ti", "O", "C", "O", "C", "O", "C", "C", "O", "O", "H", "H", "H", "H", "H", "Cl", "N", "C", "P", "O", "O", "C", "N", "H", "H", "H", "H", "H", "H", "H", "H", "H", "H"], "positions_angstrom": [[0.01630, 0.36322, 0.73936], [1.17856, 1.38929, 4.69094], [1.05037, 0.97213, 3.45428], [-0.01273, 0.67817, 2.94014], [2.35555, 0.92071, 2.69104], [2.15658, 0.23669, 1.46490], [2.39837, -1.18652, 1.46431], [1.27461, -1.80772, 0.64256], [1.63110, -2.41448, -0.44719], [0.09926, -1.73768, 1.03570], [0.30219, 1.46107, 5.10540], [2.63312, 1.94692, 2.44175], [3.14793, 0.47945, 3.29542], [3.36578, -1.39355, 1.01323], [2.34691, -1.58569, 2.47933], [-0.09451, 2.82197, 0.53605], [-0.87849, -2.65687, -1.81241], [-1.38889, -1.53148, -2.61514], [-1.12470, -0.01730, -1.66614], [-1.95296, 0.03015, -0.39828], [0.34923, 0.13632, -1.36009], [-1.71124, 1.41761, -2.65811], [-2.13563, 2.43649, -1.64661], [-1.45640, -2.77357, -0.98377], [0.80449, -2.59006, -1.00049], [-0.94915, -3.51510, -2.34743], [-2.44666, -1.62542, -2.88094], [-0.80744, -1.45396, -3.53654], [-2.56338, 1.17541, -3.29158], [-0.90834, 1.83695, -3.26011], [-1.33217, 2.71414, -1.00650], [-2.81126, 2.00382, -1.00869], [-2.53641, 3.26889, -2.07438]], "mulliken_spin": [1.86, 0.00, 0.01, 0.00, 0.01, 0.01, -0.03, 0.08, 0.02, 0.02, 0.00, 0.00, 0.00, -0.01, 0.00, 0.01, 0.00, 0.00, 0.00, 0.02, -0.01, 0.00, 0.00, 0.00, 0.00, 0.00, 0.00, 0.00, 0.00, 0.00, 0.00, 0.00, 0.00]}

{"formula": "H80O40", "method": "ωB97M-V with the def2-TZVPD basis set", "s2": 0.759, "homo_lumo_gap_ev": [8.90, 2.61], "charge": 1, "multiplicity": 2, "fmax_ev_per_a": 2.7, "e_tot_ha": -3057.13859, "e_above_lowest_kj_mol": 429.8, "symbols": ["H", "H", "O", "H", "H", "O", "H", "H", "O", "H", "H", "O", "H", "H", "O", "H", "O", "H", "O", "H", "H", "O", "H", "H", "O", "H", "H", "O", "H", "H", "O", "H", "O", "H", "H", "O", "H", "H", "O", "H", "H", "O", "H", "H", "O", "H", "H", "O", "H", "H", "O", "H", "O", "H", "H", "O", "H", "O", "H", "H", "O", "H", "H", "O", "H", "H", "O", "H", "H", "O", "H", "H", "O", "H", "H", "O", "H", "H", "O", "H", "H", "O", "H", "H", "O", "H", "H", "O", "H", "O", "H", "H", "O", "H", "H", "H", "H", "H", "H", "O", "H", "H", "O", "H", "H", "O", "H", "H", "O", "H", "H", "O", "H", "H", "O", "H", "H", "O", "H", "H"], "positions_angstrom": [[-2.51286, 1.10755, -4.81959], [-1.84228, -0.29032, -4.86022], [-2.45659, 0.26149, -4.36206], [0.39521, -5.30104, 2.38378], [0.00833, -6.51791, 1.31833], [0.16804, -6.21432, 2.21009], [6.51722, 1.38154, -0.51039], [5.32895, 1.83095, -1.29042], [6.28828, 1.99766, -1.21878], [-2.01266, 1.08552, 2.91109], [-2.88580, 1.35253, 1.65049], [-2.55178, 1.75898, 2.45620], [1.34461, 5.34783, 1.74014], [1.92673, 6.02206, 2.98583], [1.62852, 5.17242, 2.64509], [-2.63612, 5.06113, 3.59410], [-3.15785, 4.79410, 2.82321], [0.35566, 0.17119, -4.66933], [1.01376, 0.62492, -5.21380], [-2.34094, 2.47127, 5.91389], [-2.65831, 2.23253, 4.41611], [-2.00389, 2.62593, 5.02514], [-2.21155, -6.27545, -0.79406], [-3.36341, -5.29849, -0.71892], [-3.01841, -6.02454, -1.26377], [-0.38817, -0.20750, 1.78818], [0.36658, -1.06849, 0.96177], [-0.31291, -1.16589, 1.64799], [-0.83802, -3.49176, -0.83382], [-0.51264, -4.50966, -1.88259], [-0.97905, -3.66495, -1.77498], [3.63949, 4.50730, -0.89513], [4.22891, 4.14841, -1.57410], [-0.72374, 2.77128, -2.22675], [-1.76777, 3.42666, -2.89084], [-1.04426, 3.69087, -2.30006], [3.66248, -3.68581, -1.98859], [4.15927, -4.06414, -0.65092], [4.38312, -4.20725, -1.57476], [-5.85206, -2.74577, 0.42713], [-4.69376, -2.57034, -0.61110], [-5.25539, -3.21411, -0.16578], [2.56663, -2.00515, -2.39690], [1.68743, -2.83982, -1.41554], [2.09202, -2.83973, -2.31079], [1.85900, 5.69670, -1.62997], [0.57506, 4.87593, -1.14668], [1.52570, 4.85815, -1.30804], [-4.57089, 2.71955, -0.92697], [-4.12680, 1.22721, -0.66600], [-3.83215, 2.14791, -0.69347], [-1.30540, -0.62178, 3.77855], [-1.61767, -0.05581, 4.50141], [-1.55157, 0.63168, -2.46838], [-1.30478, -0.77940, -1.79628], [-1.85194, 0.01741, -1.79402], [-3.86718, -0.77466, 0.55228], [-3.92675, -0.78954, -0.41155], [2.31339, -3.15982, 2.91411], [1.63947, -4.21857, 4.10176], [1.94917, -3.99691, 3.22742], [-0.77610, 4.83297, 1.23231], [-1.64873, 5.74062, 2.19723], [-0.85519, 5.69673, 1.63952], [2.38310, -5.48851, -1.57070], [1.56911, -5.86486, -2.64453], [1.54128, -5.98284, -1.68071], [-6.17167, 1.93716, 1.47780], [-5.36077, 2.19399, 0.34402], [-6.28686, 2.37234, 0.61754], [3.12114, 0.29727, -1.72582], [2.26005, 0.02077, -0.47756], [2.44969, -0.33280, -1.37449], [1.28099, 0.87082, -2.24408], [1.41841, 2.39177, -2.10150], [0.83989, 1.71307, -2.48439], [3.39661, -1.35093, 2.80877], [2.58272, -0.98790, 4.04845], [2.48678, -1.31004, 3.14525], [0.03146, 1.37512, -0.75864], [-0.39420, 1.42655, 0.63996], [0.40142, 1.61173, 0.11910], [0.98665, -2.89301, 0.84983], [1.27428, -4.53302, 0.41079], [1.00379, -3.62866, 0.23467], [1.02065, -1.35885, -3.19811], [-0.06057, -2.32426, -2.68644], [0.09544, -1.40897, -2.96916], [4.54095, 4.62532, 1.52698], [4.04057, 3.95354, 1.99247], [3.37155, 1.22014, 1.85152], [4.16977, 1.09648, 0.56208], [3.39358, 0.74012, 1.00981], [-0.77996, 0.06114, 4.96913], [-2.74019, 3.92875, 2.64222], [-3.03527, -0.63934, -0.80189], [1.59701, 0.88644, -4.48864], [4.07635, 4.82537, -2.24661], [3.09518, 4.19749, 2.06288], [-3.77167, -2.67804, 2.13421], [-3.89751, -3.54671, 1.72726], [-2.94559, -2.88058, 2.59753], [4.38638, 1.11759, -2.78885], [5.31650, 0.91791, -2.95190], [4.24443, 2.06402, -2.92755], [3.48239, 1.85516, 4.20979], [3.73929, 1.35313, 4.98961], [4.29982, 2.26628, 3.89947], [-4.06722, -3.74446, -2.29350], [-3.81964, -3.84131, -3.23955], [-5.04695, -3.65680, -2.39462], [3.79404, -2.01928, 0.11888], [3.26027, -2.40767, 0.81963], [3.46922, -1.09998, 0.04640], [-4.88481, -1.57312, -3.25798], [-3.97867, -1.42516, -3.58396], [-4.92255, -1.38999, -2.29998], [-0.19017, 3.12179, 2.49007], [0.61400, 2.92478, 1.99782], [0.04319, 3.37331, 3.38882]], "mulliken_spin": [0.00, 0.00, 0.00, 0.00, 0.00, 0.00, 0.00, 0.00, 0.00, 0.00, 0.00, 0.00, 0.00, 0.00, 0.00, 0.00, 0.00, 0.00, 0.00, 0.00, 0.00, 0.00, 0.00, -0.01, 0.09, 0.00, 0.00, 0.00, 0.00, 0.00, 0.00, 0.00, 0.00, 0.00, 0.00, 0.00, 0.00, 0.00, 0.00, 0.00, -0.01, 0.00, 0.00, 0.00, 0.00, 0.00, 0.00, 0.00, 0.00, 0.00, 0.00, 0.00, 0.00, 0.00, 0.00, -0.01, 0.00, 0.00, 0.00, 0.00, 0.00, 0.00, 0.00, 0.00, 0.00, 0.00, 0.00, 0.00, 0.00, 0.00, 0.00, 0.00, 0.00, 0.00, 0.00, 0.00, 0.00, 0.00, 0.00, 0.00, 0.00, 0.00, 0.00, 0.00, 0.00, 0.00, 0.00, 0.00, 0.00, 0.00, 0.00, 0.00, 0.00, 0.00, 0.00, 0.00, 0.00, 0.00, 0.00, 0.00, 0.00, 0.00, 0.00, 0.00, 0.00, 0.00, 0.00, 0.00, 0.55, -0.02, -0.01, 0.00, 0.00, 0.00, 0.43, -0.01, -0.01, 0.00, 0.00, 0.00]}

{"formula": "C12H26N5O5PS", "method": "ωB97M-V with the def2-TZVPD basis set", "homo_lumo_gap_ev": 9.18, "smiles": "CNCN[C@@H]([C@@H](CCCCNC(C)=O)O[C@@H](N)N=C=S)P(=O)(O)O", "fmax_ev_per_a": 1.3, "e_tot_ha": -1862.42531, "symbols": ["C", "N", "C", "N", "C", "C", "C", "C", "C", "C", "N", "C", "C", "O", "O", "C", "N", "N", "C", "S", "P", "O", "O", "O", "H", "H", "H", "H", "H", "H", "H", "H", "H", "H", "H", "H", "H", "H", "H", "H", "H", "H", "H", "H", "H", "H", "H", "H", "H", "H"], "positions_angstrom": [[2.80794, -1.30585, 1.54097], [2.60267, -0.49194, 0.33390], [3.13889, -1.07562, -0.89762], [2.10410, -1.42826, -1.88150], [1.14329, -0.38022, -2.21290], [-0.08638, -0.38297, -1.27122], [-1.21631, 0.55582, -1.76560], [-1.36460, 1.87636, -0.98380], [-2.44745, 1.86454, 0.12046], [-1.96037, 2.63294, 1.35412], [-0.72558, 2.04158, 1.89830], [-0.89507, 0.75069, 2.49887], [-2.20817, 0.38022, 3.16561], [0.02867, -0.02409, 2.49080], [-0.58625, -1.72576, -1.33047], [-0.55954, -2.39052, -0.09506], [-1.80873, -2.19672, 0.62310], [-0.37219, -3.83231, -0.43352], [-1.04104, -4.65743, 0.14775], [-1.71178, -5.78736, 1.01662], [1.92078, 1.27563, -2.45723], [3.20361, 1.20061, -3.16039], [2.02127, 2.08541, -1.06515], [0.88143, 2.13111, -3.37331], [3.69560, -1.94337, 1.49602], [2.95668, -0.62289, 2.38124], [1.91933, -1.88256, 1.80025], [3.12554, 0.35958, 0.48477], [3.90281, -0.39855, -1.30117], [3.66898, -2.00651, -0.66795], [2.61755, -1.62635, -2.73406], [0.72416, -0.63197, -3.19244], [0.18872, -0.09777, -0.25268], [-2.14460, -0.00451, -1.62939], [-1.15630, 0.73485, -2.83922], [-0.43569, 2.17997, -0.49888], [-1.60050, 2.67589, -1.69259], [-2.80309, 0.86272, 0.36208], [-3.29728, 2.43766, -0.26014], [-1.72114, 3.65159, 1.03924], [-2.75610, 2.73534, 2.10234], [-0.34493, 2.65966, 2.60863], [-2.10078, -0.52500, 3.75357], [-2.60995, 1.20985, 3.74882], [-2.95132, 0.19639, 2.38293], [0.29763, -2.09911, 0.51137], [-2.48795, -1.78019, -0.00264], [-1.64968, -1.52019, 1.36094], [1.51032, 1.66943, -0.35327], [0.46685, 2.82762, -2.84950]], "nbo_charge": [-0.40, -0.66, -0.07, -0.61, -0.44, 0.08, -0.43, -0.41, -0.42, -0.23, -0.69, 0.70, -0.75, -0.55, -0.53, 0.40, -0.86, -0.49, 0.26, 0.01, 2.31, -1.09, -1.00, -0.98, 0.18, 0.20, 0.19, 0.37, 0.19, 0.18, 0.38, 0.25, 0.21, 0.22, 0.23, 0.20, 0.20, 0.20, 0.22, 0.21, 0.18, 0.39, 0.25, 0.23, 0.24, 0.19, 0.37, 0.37, 0.52, 0.50]}